1.
{
  "formula": "C5H9AgLiO4",
  "method": "ωB97M-V with the def2-TZVPD basis set",
  "species": ["C", "C", "O", "Ag", "H", "H", "H", "H", "H", "O", "C", "C", "O", "O", "C", "Li", "H", "H", "H", "H"],
  "coordinates": [[-0.82, -0.57, -2.68], [-1.29, 0.64, -1.89], [-1.70, 0.31, -0.58], [-3.26, -1.10, 0.31], [-0.48, -0.26, -3.68], [-0.02, -1.12, -2.19], [-1.65, -1.28, -2.83], [-2.13, 1.13, -2.40], [-0.48, 1.39, -1.84], [0.47, 0.61, 2.87], [-0.65, -0.26, 0.55], [1.72, 0.82, 2.33], [-1.16, -1.27, 1.18], [0.64, 0.17, 0.37], [1.86, -0.01, 1.05], [-0.23, -1.11, 2.94], [2.64, 0.70, 2.94], [1.77, 1.89, 2.01], [2.11, -1.08, 1.14], [2.67, 0.39, 0.42]],
  "e_above_lowest_kcal_mol": 11.9,
  "e_lumo_ev": [-0.289, -0.460],
  "fmax_ev_per_a": 5.844,
  "gap_ev": [4.964, 8.207],
  "spin_multiplicity": 2
}

=====

2.
{
  "formula": "C17H32AlNO5",
  "method": "ωB97M-V with the def2-TZVPD basis set",
  "species": ["Al", "C", "C", "C", "C", "C", "C", "N", "O", "C", "C", "C", "H", "H", "H", "H", "H", "H", "H", "H", "H", "H", "H", "H", "H", "H", "H", "H", "H", "H", "C", "C", "C", "O", "C", "H", "H", "H", "H", "H", "H", "H", "H", "C", "C", "C", "O", "C", "O", "O", "H", "H", "H", "H", "H", "H"],
  "coordinates": [[0.65, -3.00, 0.09], [-2.88, -2.16, -1.94], [-3.00, -0.64, -1.65], [-4.49, -0.23, -1.55], [-4.74, 1.26, -1.28], [-4.11, 1.68, 0.09], [-2.69, 1.12, 0.18], [-2.44, -0.25, -0.32], [-1.12, -0.64, -0.14], [-2.47, 1.23, 1.71], [-1.78, 2.23, -0.48], [-2.30, 0.05, -2.86], [-1.83, -2.43, -2.01], [-3.18, -2.43, -2.95], [-3.24, -2.93, -1.24], [-4.98, -0.88, -0.81], [-5.02, -0.51, -2.46], [-5.80, 1.46, -1.15], [-4.35, 1.85, -2.10], [-4.67, 1.16, 0.87], [-4.08, 2.73, 0.35], [-2.61, 2.24, 2.08], [-1.45, 0.92, 1.96], [-3.14, 0.60, 2.31], [-2.24, 2.91, -1.21], [-0.98, 1.73, -1.02], [-1.38, 2.99, 0.18], [-2.61, 1.09, -2.88], [-2.69, -0.35, -3.79], [-1.24, -0.17, -3.04], [5.72, -2.15, -0.94], [5.72, -3.53, -1.59], [4.20, -3.82, -1.73], [3.52, -3.08, -0.73], [4.42, -2.10, -0.16], [5.85, -1.36, -1.68], [6.60, -2.02, -0.30], [6.24, -4.26, -0.97], [6.19, -3.43, -2.56], [4.02, -4.83, -1.36], [3.88, -3.59, -2.74], [4.67, -2.25, 0.89], [4.04, -1.11, -0.44], [1.15, 3.59, 2.53], [2.14, 2.46, 2.99], [1.69, 1.60, 4.15], [1.78, 0.23, 3.70], [1.96, 0.17, 2.35], [1.89, -0.82, 1.66], [2.32, 1.43, 1.95], [0.17, 3.26, 2.19], [1.47, 4.27, 1.74], [1.02, 4.19, 3.43], [3.12, 2.85, 3.22], [0.69, 1.75, 4.54], [2.38, 1.91, 4.94]],
  "e_above_lowest_kcal_mol": 0.0,
  "charge": 2,
  "e_lumo_ev": -10.708,
  "fmax_ev_per_a": 9.709,
  "gap_ev": 4.041
}

=====

3.
{
  "formula": "C36H44AsN4O9P2STi",
  "method": "ωB97M-V with the def2-TZVPD basis set",
  "species": ["Ti", "O", "As", "O", "O", "C", "C", "C", "C", "C", "C", "S", "O", "O", "O", "H", "H", "H", "H", "H", "C", "P", "C", "C", "C", "C", "C", "C", "C", "P", "C", "C", "H", "H", "H", "H", "H", "H", "H", "H", "H", "H", "H", "H", "H", "H", "H", "H", "C", "N", "C", "C", "O", "N", "C", "C", "H", "H", "H", "H", "H", "H", "H", "H", "H", "H", "H", "H", "O", "C", "N", "C", "C", "O", "N", "C", "C", "C", "C", "C", "C", "C", "C", "C", "C", "C", "C", "H", "H", "H", "H", "H", "H", "H", "H", "H", "H", "H"],
  "coordinates": [[0.78, 0.16, 0.30], [3.14, 3.70, 0.90], [1.45, 3.29, 0.54], [0.94, 4.44, -0.49], [1.76, 1.71, -0.05], [0.75, 3.39, 2.36], [1.22, 4.61, 2.87], [0.91, 5.07, 4.14], [0.12, 4.28, 4.96], [-0.36, 3.08, 4.48], [-0.08, 2.62, 3.19], [-1.06, 1.12, 2.91], [-2.38, 1.58, 2.59], [-0.90, 0.35, 4.11], [-0.46, 0.37, 1.76], [3.38, 4.42, 0.30], [1.86, 5.23, 2.25], [1.30, 6.02, 4.48], [-0.13, 4.60, 5.96], [-0.99, 2.47, 5.11], [3.90, 0.74, 2.20], [2.61, -0.53, 1.97], [2.20, -0.93, 3.69], [3.52, -1.94, 1.27], [4.17, -2.86, 2.09], [4.81, -3.97, 1.55], [4.81, -4.16, 0.18], [4.18, -3.25, -0.65], [3.53, -2.14, -0.12], [2.66, -0.95, -1.21], [3.99, 0.12, -1.85], [2.20, -1.94, -2.67], [4.74, 0.33, 2.76], [3.47, 1.58, 2.76], [4.24, 1.14, 1.25], [3.11, -1.05, 4.28], [1.59, -1.83, 3.72], [1.62, -0.10, 4.09], [4.15, -2.73, 3.17], [5.29, -4.68, 2.21], [5.29, -5.03, -0.24], [4.18, -3.42, -1.72], [4.80, -0.46, -2.28], [4.37, 0.76, -1.05], [3.56, 0.78, -2.62], [3.07, -2.24, -3.25], [1.54, -1.34, -3.30], [1.65, -2.82, -2.35], [-2.09, 5.02, -1.80], [-2.13, 3.82, -0.97], [-2.44, 4.09, 0.42], [-1.32, 2.76, -1.25], [-0.81, 2.09, -0.33], [-1.11, 2.47, -2.56], [0.05, 1.68, -2.93], [-2.14, 2.63, -3.56], [-1.55, 5.80, -1.26], [-3.11, 5.36, -2.02], [-1.56, 4.84, -2.72], [-3.37, 4.66, 0.47], [-1.64, 4.69, 0.88], [-2.56, 3.17, 0.98], [0.89, 1.98, -2.30], [0.28, 1.92, -3.96], [-0.12, 0.60, -2.85], [-3.05, 3.02, -3.11], [-2.37, 1.65, -4.00], [-1.83, 3.31, -4.36], [-1.01, -1.52, -2.11], [-0.67, -2.25, -1.19], [-0.88, -3.60, -1.12], [-0.48, -4.14, 0.17], [0.16, -2.87, 0.79], [0.71, -2.85, 1.88], [0.05, -1.84, -0.08], [-1.68, -4.61, 0.97], [-2.19, -5.89, 0.72], [-3.34, -6.32, 1.36], [-3.99, -5.49, 2.25], [-3.49, -4.22, 2.50], [-2.34, -3.78, 1.86], [0.61, -5.20, 0.06], [1.11, -5.78, 1.22], [2.11, -6.73, 1.15], [2.63, -7.12, -0.08], [2.14, -6.54, -1.24], [1.14, -5.58, -1.17], [-1.64, -4.00, -1.65], [-1.66, -6.55, 0.04], [-3.72, -7.32, 1.16], [-4.89, -5.82, 2.75], [-4.00, -3.56, 3.20], [-1.96, -2.79, 2.07], [0.70, -5.48, 2.18], [2.49, -7.18, 2.06], [3.41, -7.86, -0.13], [2.53, -6.83, -2.20], [0.75, -5.13, -2.08]],
  "e_above_lowest_kcal_mol": 14.2,
  "e_lumo_ev": [0.350, 0.479],
  "fmax_ev_per_a": 0.546,
  "gap_ev": [8.568, 9.246],
  "spin_multiplicity": 2
}

=====

4.
{
  "formula": "C26H52O52S13",
  "method": "ωB97M-V with the def2-TZVPD basis set",
  "species": ["C", "C", "O", "S", "O", "O", "O", "H", "H", "H", "H", "C", "C", "O", "S", "O", "O", "O", "H", "H", "H", "H", "C", "C", "O", "S", "O", "O", "O", "H", "H", "H", "H", "C", "C", "O", "S", "O", "O", "O", "H", "H", "H", "H", "C", "C", "O", "S", "O", "O", "O", "H", "H", "H", "H", "C", "C", "O", "S", "O", "O", "O", "H", "H", "H", "H", "C", "C", "O", "S", "O", "O", "O", "H", "H", "H", "H", "C", "C", "O", "S", "O", "O", "O", "H", "H", "H", "H", "C", "C", "O", "S", "O", "O", "O", "H", "H", "H", "H", "C", "C", "O", "S", "O", "O", "O", "H", "H", "H", "H", "C", "C", "O", "S", "O", "O", "O", "H", "H", "H", "H", "C", "C", "O", "S", "O", "O", "O", "H", "H", "H", "H", "C", "C", "O", "S", "O", "O", "O", "H", "H", "H", "H"],
  "coordinates": [[0.11, -0.43, -1.22], [0.27, -1.27, 0.05], [-0.03, -0.48, 1.21], [-0.05, 1.14, 0.82], [0.97, 1.96, 1.43], [-1.44, 1.56, 1.05], [0.19, 0.88, -0.80], [-0.76, -0.61, -1.84], [0.95, -0.40, -1.91], [1.23, -1.79, -0.03], [-0.47, -2.06, -0.10], [-2.04, -2.95, 3.46], [-2.00, -4.38, 2.97], [-2.56, -4.30, 1.71], [-3.75, -3.15, 1.53], [-5.09, -3.74, 1.72], [-3.45, -2.24, 0.43], [-3.33, -2.58, 3.01], [-1.45, -2.20, 2.94], [-1.87, -2.82, 4.53], [-2.70, -5.06, 3.46], [-1.05, -4.91, 3.09], [3.23, 5.85, 2.16], [1.84, 5.36, 1.53], [1.01, 6.51, 1.47], [2.01, 7.80, 1.05], [1.53, 9.08, 1.52], [2.31, 7.67, -0.39], [3.28, 7.24, 1.95], [4.17, 5.41, 1.84], [3.12, 5.77, 3.24], [1.47, 4.53, 2.13], [1.99, 4.99, 0.52], [0.65, 4.36, -2.29], [1.04, 3.66, -3.64], [-0.14, 3.25, -4.31], [-1.52, 3.56, -3.37], [-1.73, 2.33, -2.56], [-2.59, 4.12, -4.20], [-0.73, 4.65, -2.38], [1.26, 5.24, -2.07], [0.88, 3.82, -1.37], [1.63, 2.75, -3.55], [1.54, 4.32, -4.34], [3.63, 0.14, 2.61], [2.79, 0.29, 3.88], [3.51, 1.09, 4.75], [4.94, 1.65, 4.07], [6.06, 1.49, 5.01], [4.70, 2.92, 3.44], [4.94, 0.44, 3.00], [3.27, 0.98, 2.01], [3.55, -0.79, 2.05], [2.64, -0.63, 4.44], [1.85, 0.80, 3.68], [-4.55, 1.27, -0.68], [-5.43, 2.48, -0.49], [-6.54, 2.05, 0.29], [-7.14, 0.66, -0.46], [-7.75, 1.09, -1.72], [-7.96, -0.17, 0.45], [-5.52, 0.19, -0.72], [-4.03, 0.96, 0.23], [-3.83, 1.27, -1.50], [-5.72, 2.88, -1.46], [-4.78, 3.19, 0.03], [-6.98, 3.95, 2.81], [-6.50, 5.15, 2.00], [-5.17, 5.04, 1.75], [-4.40, 4.11, 2.94], [-4.07, 4.88, 4.11], [-3.32, 3.37, 2.25], [-5.80, 3.18, 3.10], [-7.69, 3.48, 2.13], [-7.52, 4.29, 3.70], [-6.64, 6.03, 2.63], [-6.88, 5.28, 0.99], [-3.04, -2.75, -5.31], [-1.60, -2.78, -4.95], [-1.54, -2.15, -3.72], [-2.84, -2.46, -2.77], [-3.40, -1.24, -2.14], [-2.68, -3.64, -1.95], [-3.79, -2.76, -4.05], [-3.43, -3.57, -5.90], [-3.21, -1.87, -5.94], [-1.00, -2.17, -5.63], [-1.30, -3.83, -4.94], [3.71, -1.46, -3.34], [3.50, -2.41, -4.58], [2.19, -2.07, -4.93], [1.84, -0.44, -4.84], [0.45, -0.07, -4.55], [2.51, 0.24, -5.93], [2.83, -0.36, -3.48], [4.73, -1.09, -3.29], [3.49, -2.00, -2.42], [3.57, -3.49, -4.44], [4.15, -2.07, -5.38], [5.34, 2.24, -2.58], [6.24, 1.49, -1.62], [5.56, 1.53, -0.45], [3.90, 1.64, -0.60], [3.50, 2.83, 0.12], [3.23, 0.36, -0.33], [3.98, 1.87, -2.24], [5.60, 2.04, -3.62], [5.58, 3.30, -2.43], [7.20, 1.92, -1.35], [6.39, 0.43, -1.83], [1.24, -6.35, -4.83], [0.32, -7.04, -3.77], [0.12, -6.12, -2.71], [1.40, -4.98, -2.62], [2.54, -5.62, -1.97], [0.91, -3.66, -2.19], [1.50, -5.08, -4.25], [0.75, -6.20, -5.79], [2.09, -6.99, -5.09], [0.70, -7.98, -3.38], [-0.69, -7.32, -4.09], [2.91, -6.00, 3.41], [2.58, -6.88, 2.24], [2.09, -6.17, 1.20], [2.34, -4.55, 1.36], [1.09, -3.88, 1.72], [3.09, -3.89, 0.27], [3.24, -4.76, 2.72], [3.80, -6.32, 3.95], [2.05, -5.71, 4.02], [1.83, -7.61, 2.55], [3.40, -7.47, 1.83], [-1.81, 0.48, 4.18], [-1.17, 1.90, 4.36], [-0.33, 1.84, 5.52], [-0.46, 0.35, 6.29], [-1.51, 0.51, 7.29], [0.86, -0.15, 6.65], [-1.08, -0.43, 4.95], [-1.79, 0.15, 3.14], [-2.84, 0.46, 4.55], [-1.90, 2.70, 4.52], [-0.50, 2.12, 3.54]],
  "e_above_lowest_kcal_mol": 197.9,
  "e_lumo_ev": -0.340,
  "fmax_ev_per_a": 5.014,
  "gap_ev": 9.853
}